Density functional theory data (ωB97M-V/def2-TZVPD) for a structure of composition C2H2NOPS.

The geometry in XYZ format:
```
8
C2H2NOPS ωB97M-V/def2-TZVPD
C -0.952 -0.138 0.105
C -0.078 -0.035 -0.994
N -1.653 -1.743 -2.252
O -2.239 -0.233 0.107
P -0.327 -0.822 -2.545
S -2.836 -1.756 -1.295
H -0.375 0.040 1.019
H 0.854 0.280 -0.717
```

## Properties
- LUMO (spin up / spin down): -0.0445 / -0.0445 Eh
- Gap between HOMO and LUMO (spin up / spin down): 6.91 / 6.91 eV
- Molecular weight: 119.09 g/mol
- E_tot: -25764.832 eV
- ΔE to the lowest compared entry with this formula, charge and spin: 10.5 kcal per mole

=====

Density functional theory data (ωB97M-V/def2-TZVPD) for the ion C2H2NOS2 with charge -1.

The geometry in XYZ format:
```
8
C2H2NOS2 ωB97M-V/def2-TZVPD
O -1.898 1.037 -1.298
N -1.200 0.341 -0.500
C 0.111 0.593 -0.462
C 0.984 -0.142 0.299
S 0.673 -1.458 1.332
S -1.245 -1.846 1.440
H 0.532 1.397 -1.080
H 2.043 0.078 0.269
```

## Properties
- LUMO: 0.1305 Eh
- Gap between HOMO and LUMO: 6.55 eV
- Molecular weight: 120.18 g/mol
- E_tot: -27313.210 eV
- Structure (SMILES): O=N/C=C\S[S-]
- Total charge: -1
- ΔE to the lowest compared entry with this formula, charge and spin: 68.3 kcal per mole

=====

Density functional theory data (ωB97M-V/def2-TZVPD) for a cluster of 2 separate species, C2H2NP in total.

The geometry in XYZ format:
```
6
C2H2NP ωB97M-V/def2-TZVPD
C 1.011 -0.458 -1.689
C -0.622 0.386 1.109
N 1.676 -1.159 -2.330
P -1.052 0.144 -0.446
H -1.302 0.933 1.850
H 0.290 0.153 1.506
```

## Properties
- LUMO: -0.0613 Eh
- Gap between HOMO and LUMO: 9.25 eV
- Molecular weight: 71.02 g/mol
- E_tot: -12881.479 eV
- ΔE to the lowest compared entry with this formula, charge and spin: 34.9 kcal per mole

=====

Density functional theory data (ωB97M-V/def2-TZVPD) for a structure of composition C2H2NiO3.

The geometry in XYZ format:
```
8
C2H2NiO3 ωB97M-V/def2-TZVPD
O 1.062 0.967 -0.299
C 1.019 -0.390 -0.057
Ni -0.687 1.401 -0.538
H 1.712 -1.020 -0.636
O -1.330 -0.185 0.166
C -0.286 -0.980 0.151
O -0.130 -1.793 1.192
H 1.103 -1.439 1.223
```

## Properties
- LUMO (spin up / spin down): -0.0169 / -0.0440 Eh
- Multiplicity: 3
- Gap between HOMO and LUMO (spin up / spin down): 8.00 / 7.16 eV
- Molecular weight: 132.73 g/mol
- E_tot: -49286.723 eV
- ΔE to the lowest compared entry with this formula, charge and spin: 5.0 kcal per mole

=====

Density functional theory data (ωB97M-V/def2-TZVPD) for a cluster of 2 separate species, C2H2O in total.

The geometry in XYZ format:
```
5
C2H2O ωB97M-V/def2-TZVPD
C 1.113 -0.105 0.007
C -1.055 0.422 0.026
O 2.269 -0.179 0.021
H -1.123 -0.070 0.970
H -1.205 -0.068 -1.023
```

## Properties
- LUMO: -0.0017 Eh
- Gap between HOMO and LUMO: 8.61 eV
- Molecular weight: 42.04 g/mol
- E_tot: -4148.885 eV
- ΔE to the lowest compared entry with this formula, charge and spin: 84.3 kcal per mole

=====

Density functional theory data (ωB97M-V/def2-TZVPD) for the molecule C2H2O2.

The geometry in XYZ format:
```
6
C2H2O2 ωB97M-V/def2-TZVPD
O 0.049 1.536 0.809
C -0.300 0.409 0.705
C -0.066 -0.332 -0.971
O 0.632 -0.802 -0.036
H -0.734 -0.236 1.471
H 0.419 -0.574 -1.978
```

## Properties
- LUMO: 0.0110 Eh
- Gap between HOMO and LUMO: 9.49 eV
- Molecular weight: 58.04 g/mol
- E_tot: -6196.936 eV
- ΔE to the lowest compared entry with this formula, charge and spin: 71.9 kcal per mole

=====

Density functional theory data (ωB97M-V/def2-TZVPD) for the molecule C2H2O2.

The geometry in XYZ format:
```
6
C2H2O2 ωB97M-V/def2-TZVPD
C 0.122 -0.144 0.095
C -0.921 0.153 -0.580
O 0.944 -0.087 1.000
O 2.273 -0.440 1.279
H -1.585 -0.594 -0.809
H -0.833 1.112 -0.985
```

## Properties
- LUMO: -0.0077 Eh
- Gap between HOMO and LUMO: 9.35 eV
- Molecular weight: 58.04 g/mol
- E_tot: -6194.295 eV
- ΔE to the lowest compared entry with this formula, charge and spin: 132.8 kcal per mole

=====

Density functional theory data (ωB97M-V/def2-TZVPD) for the molecule C2H2O2S.

The geometry in XYZ format:
```
7
C2H2O2S ωB97M-V/def2-TZVPD
C -1.257 -0.558 0.066
C 0.065 -0.566 -0.261
O -2.388 -0.389 0.102
O 1.637 -1.134 -0.068
S 0.050 1.184 -0.434
H 2.046 -0.270 -0.294
H -0.153 1.734 0.889
```

## Properties
- LUMO: -0.0085 Eh
- Gap between HOMO and LUMO: 9.10 eV
- Molecular weight: 90.10 g/mol
- E_tot: -17032.525 eV
- ΔE to the lowest compared entry with this formula, charge and spin: 80.7 kcal per mole

=====

Density functional theory data (ωB97M-V/def2-TZVPD) for the molecule C2H2O3.

The geometry in XYZ format:
```
7
C2H2O3 ωB97M-V/def2-TZVPD
O -1.887 0.036 -0.181
C -0.862 -0.605 0.290
C 0.609 -0.093 -0.025
O 1.565 -0.819 -0.127
O 0.650 1.302 0.123
H -0.942 -1.601 0.264
H -0.168 1.634 -0.371
```

## Properties
- LUMO: -0.0517 Eh
- Gap between HOMO and LUMO: 9.49 eV
- Molecular weight: 74.03 g/mol
- E_tot: -8247.072 eV
- Structure (SMILES): O=CC(=O)O
- ΔE to the lowest compared entry with this formula, charge and spin: 35.2 kcal per mole

=====

Density functional theory data (ωB97M-V/def2-TZVPD) for the molecule C2H2O3.

The geometry in XYZ format:
```
7
C2H2O3 ωB97M-V/def2-TZVPD
O 1.585 0.637 0.049
C 0.296 0.200 0.000
C -0.479 -0.936 -0.044
O -1.626 -0.209 0.043
O -0.905 1.007 0.175
H 1.795 1.442 -0.484
H -0.666 -2.141 0.260
```

## Properties
- LUMO: 0.0195 Eh
- Gap between HOMO and LUMO: 9.34 eV
- Molecular weight: 74.03 g/mol
- E_tot: -8243.028 eV
- Structure (SMILES): Oc1coo1
- ΔE to the lowest compared entry with this formula, charge and spin: 128.4 kcal per mole

=====

Density functional theory data (ωB97M-V/def2-TZVPD) for a structure of composition C2H2O3S.

The geometry in XYZ format:
```
8
C2H2O3S ωB97M-V/def2-TZVPD
C -0.840 1.142 1.080
C 1.100 0.031 -0.631
O -0.711 0.632 2.110
O -0.624 -1.665 0.282
O -1.422 -0.147 -1.472
S -0.442 -0.460 -0.487
H 1.231 1.067 -0.996
H 1.709 -0.600 0.113
```

## Properties
- LUMO (spin up / spin down): -0.0615 / -0.0615 Eh
- Gap between HOMO and LUMO (spin up / spin down): 8.36 / 8.36 eV
- Molecular weight: 106.10 g/mol
- E_tot: -19080.371 eV
- ΔE to the lowest compared entry with this formula, charge and spin: 93.9 kcal per mole

=====

Density functional theory data (ωB97M-V/def2-TZVPD) for a cluster of 2 separate species, C2H2O3S in total.

The geometry in XYZ format:
```
8
C2H2O3S ωB97M-V/def2-TZVPD
C 0.936 0.998 -0.041
C 1.892 0.402 0.385
O -1.085 -0.206 1.428
O -1.829 -1.550 -1.161
O -0.320 1.182 -0.354
S -1.616 0.465 0.310
H 2.905 0.444 0.498
H -0.882 -1.735 -1.064
```

## Properties
- LUMO (spin up / spin down): -0.0584 / -0.0633 Eh
- Gap between HOMO and LUMO (spin up / spin down): 9.12 / 7.69 eV
- Molecular weight: 106.10 g/mol
- E_tot: -19077.572 eV
- ΔE to the lowest compared entry with this formula, charge and spin: 158.5 kcal per mole